No. 1
97
Properties=species:S:1:pos:R:3:forces:R:3 method="wB97M-V/def2-TZVPD" largest_force_ev_per_a=2.636 total_energy_ha=-4582.841682 lumo_energy_ev=-0.23 homo_energy_ev=-6.495
O -2.6982 4.1867 1.1570 -0.24 -1.64 1.04
O -2.0060 6.2054 0.2331 0.09 1.13 -0.70
C -3.9079 3.5017 0.6461 0.13 0.41 -0.06
C -3.8080 1.9933 0.6978 -0.29 -0.32 0.18
H -3.9998 3.8605 -0.3859 0.12 -0.07 0.23
H -4.7532 3.8900 1.2281 0.11 -0.17 -0.12
H -2.8280 1.6029 0.4017 -0.13 0.20 0.04
H -4.5476 1.5689 0.0040 0.18 0.20 0.10
H -4.0687 1.6017 1.6895 0.21 0.05 -0.22
C -2.0623 3.7072 2.4241 -0.13 -0.19 -0.74
C -2.2489 4.7108 3.5229 -0.23 0.22 0.17
H -1.0099 3.5495 2.1665 -0.29 -0.06 0.11
H -2.5224 2.7407 2.6445 0.21 0.20 -0.03
H -1.8527 5.6933 3.2334 -0.09 -0.21 0.16
H -1.7226 4.3620 4.4182 -0.01 0.09 -0.17
H -3.3089 4.8078 3.7867 0.20 0.08 -0.07
C -0.6473 6.2187 -0.2835 0.16 0.29 -0.54
C -2.9526 6.7828 -0.7175 0.10 -0.30 -0.17
C 0.2523 5.3525 0.5442 0.29 -0.37 0.13
H -0.3450 7.2756 -0.2719 0.01 -0.28 0.06
H -0.6511 5.8793 -1.3343 -0.11 0.03 0.38
H 0.1674 5.5650 1.6176 0.06 0.05 -0.23
H 1.2852 5.5390 0.2319 -0.14 -0.02 0.11
H 0.0676 4.2853 0.3624 -0.02 0.22 0.02
C -4.1022 7.3961 0.0254 -0.14 0.20 0.24
H -3.2844 5.9772 -1.3917 0.17 0.24 0.10
H -2.4113 7.5308 -1.3100 -0.09 -0.20 0.18
H -4.6204 6.6628 0.6502 0.05 0.07 -0.06
H -4.8196 7.8000 -0.6893 -0.02 -0.05 0.00
H -3.7609 8.2220 0.6554 -0.04 -0.14 -0.02
H -2.3984 5.1811 0.7670 0.09 -0.12 -0.29
N 0.6238 -1.3021 0.4911 0.07 0.09 0.10
C 1.6881 -2.0576 0.7531 -0.35 0.39 0.04
C 2.9259 -1.9398 0.1036 -0.13 -0.32 0.10
C 3.3605 -0.8692 -0.7039 -0.22 0.74 -0.68
C 1.6048 -3.0753 1.8714 0.11 -0.13 0.13
H 0.6313 -3.5822 1.8855 0.20 0.17 0.01
H 1.7553 -2.5953 2.8501 -0.08 -0.14 -0.23
H 2.3914 -3.8240 1.7365 -0.14 0.10 0.11
C 4.8546 -0.7408 -0.9028 0.23 -0.17 0.12
H 5.2448 0.1620 -0.4106 -0.12 -0.16 -0.18
H 5.1181 -0.6984 -1.9683 -0.11 0.10 0.25
H 5.3419 -1.6125 -0.4554 0.08 0.22 -0.12
N 2.5499 0.0012 -1.2724 0.03 -0.38 0.42
C -0.3676 -1.0715 1.4670 0.24 -0.69 0.35
C -1.6303 -1.7023 1.3602 0.37 0.39 0.11
C -1.8857 -2.7238 0.2943 -0.23 -0.17 -0.24
C -2.6147 -1.4106 2.2981 -0.01 0.17 0.19
H -3.5914 -1.8891 2.1884 0.26 0.13 0.16
C -2.3569 -0.5475 3.3644 -0.11 0.16 0.00
H -3.1375 -0.3409 4.0993 0.20 -0.05 -0.17
C -1.0919 0.0300 3.5027 -0.36 -0.10 -0.01
H -0.8743 0.6951 4.3441 -0.08 -0.25 -0.16
C -0.0822 -0.2441 2.5863 -0.27 -0.29 -0.46
C 1.2981 0.2959 2.7966 0.36 0.33 -0.07
C 2.9222 1.2059 -1.8877 0.36 0.46 -0.21
C 2.9837 1.2767 -3.3051 -0.05 0.13 0.59
C 2.9166 0.0195 -4.1158 -0.10 -0.29 -0.28
C 3.0918 2.5197 -3.9251 0.01 0.20 0.23
H 3.1133 2.5598 -5.0181 -0.01 0.05 0.34
C 3.1731 3.6927 -3.1707 0.09 0.12 -0.13
H 3.2365 4.6623 -3.6725 0.03 -0.32 0.16
C 3.1899 3.6227 -1.7783 0.01 -0.05 -0.32
H 3.3037 4.5282 -1.1734 -0.04 -0.22 -0.24
C 3.0658 2.3998 -1.1252 -0.16 -0.55 -0.60
C 3.0086 2.3641 0.3666 0.06 0.11 0.42
Cd 0.2168 -0.5529 -1.7161 1.05 -1.44 0.67
H -1.8657 -2.2973 -0.7190 0.08 -0.14 0.20
H -2.8758 -3.1672 0.4547 0.15 0.06 -0.12
H -1.1510 -3.5417 0.3118 -0.08 0.32 -0.06
H 1.7588 0.5839 1.8456 -0.11 -0.21 0.21
H 1.9689 -0.4356 3.2736 -0.20 0.13 -0.16
H 1.2758 1.1798 3.4472 -0.02 -0.15 -0.05
H 3.0191 0.2554 -5.1828 0.01 -0.09 0.20
H 1.9710 -0.5342 -3.9866 0.32 0.20 0.03
H 3.7197 -0.6790 -3.8384 -0.22 0.15 -0.06
H 3.5589 1.5103 0.7757 -0.20 0.10 0.00
H 1.9717 2.3150 0.7308 0.17 -0.17 -0.14
H 3.4448 3.2768 0.7908 0.00 -0.11 -0.09
H 3.6779 -2.6829 0.3626 -0.18 0.20 -0.02
C -0.4395 1.3655 -1.8050 -1.02 2.41 -0.35
Si -1.1182 1.9921 -3.4499 0.52 -0.30 1.03
H 0.4232 2.0171 -1.5587 -0.20 -0.39 -0.09
H -1.1878 1.5945 -1.0216 0.07 -0.14 -0.26
C -2.9915 1.8695 -3.4154 -0.30 0.06 -0.21
C -0.5890 1.1255 -5.0278 -0.02 0.02 -0.22
C -0.5455 3.7854 -3.5401 0.00 0.57 -0.30
H -0.2122 4.0445 -4.5551 -0.12 0.11 0.18
H 0.3050 3.9650 -2.8671 -0.14 -0.19 -0.17
H -1.3436 4.4862 -3.2555 0.02 -0.03 -0.09
H -3.3101 0.8161 -3.4284 0.08 0.26 0.04
H -3.4127 2.3546 -4.3078 -0.04 -0.10 0.19
H -3.4185 2.3493 -2.5245 0.03 -0.07 -0.11
H -0.7182 0.0363 -4.9456 0.07 0.23 -0.06
H 0.4563 1.3388 -5.2990 -0.26 -0.11 0.12
H -1.2319 1.4919 -5.8534 0.29 -0.18 0.30
Br 0.2032 -2.6082 -3.1628 -0.08 -0.34 -0.16



No. 2
26
Properties=species:S:1:pos:R:3:forces:R:3 method="wB97M-V/def2-TZVPD" smiles=CCCNCCCO.O largest_force_ev_per_a=2.454 total_energy_ha=-443.984797 lumo_energy_ev=0.80 homo_energy_ev=-8.620
C -1.6731 1.7376 -1.1835 -0.03 -1.65 0.17
C -1.7653 0.4467 -0.2623 1.74 0.98 -0.82
C -1.5310 0.8379 1.1911 1.04 -0.98 1.47
N -0.1457 1.0568 1.6438 0.43 -0.77 -0.86
C 0.7455 -0.1281 1.6703 0.95 0.68 1.36
C 1.6558 -0.5243 0.4957 -1.73 -0.78 -1.19
C 1.3745 -1.9891 0.2127 1.11 -2.15 -0.37
O 0.1155 -2.3352 -0.3489 -0.57 0.55 0.41
H -1.0097 1.5510 -2.0250 0.19 0.01 0.01
H -1.2290 2.5106 -0.5786 -0.08 0.64 -0.04
H -2.6136 2.0225 -1.6390 -0.30 0.29 0.36
H -0.9026 -0.1945 -0.6152 -1.26 0.28 0.61
H -2.6959 -0.0903 -0.3175 -0.39 -0.20 -0.44
H -1.9697 1.7815 1.4733 -0.94 0.18 -0.18
H -1.8666 0.0583 1.9202 -0.33 0.49 -0.71
H 0.2641 1.8028 1.0930 0.25 -0.03 0.06
H 1.4982 0.1094 2.4494 -0.74 -0.39 0.26
H 0.1668 -1.0367 1.9797 0.25 0.97 0.06
H 2.7335 -0.4980 0.6440 -0.04 0.65 0.34
H 1.3396 0.0651 -0.3690 0.57 0.00 -0.14
H 2.0896 -2.4921 -0.5020 -0.40 0.90 0.63
H 1.4975 -2.5736 1.1628 0.04 0.47 -0.48
H -0.5750 -2.1535 0.3140 0.31 -0.09 -0.45
O 1.3736 0.3226 -2.7816 -0.60 1.20 0.06
H 2.2992 0.1669 -2.9632 -0.10 -0.78 0.01
H 0.8239 -0.4544 -2.6641 0.65 -0.48 -0.12



No. 3
55
Properties=species:S:1:pos:R:3:forces:R:3 method="wB97M-V/def2-TZVPD" largest_force_ev_per_a=1.931 total_energy_ha=-1170.350365 lumo_energy_ev=0.12 homo_energy_ev=-9.144
C 0.1380 0.3561 0.4327 1.27 0.84 0.28
C 0.2019 -0.6976 -0.6712 -0.81 0.58 0.54
C 0.1340 0.0345 -2.0107 0.19 -0.71 -0.90
C -0.9877 -1.6611 -0.4760 -0.46 -1.03 -0.42
C -1.1947 -2.6205 -1.6467 -1.72 -0.54 -0.70
N 1.2978 1.3002 0.4778 -0.04 -0.45 0.29
H -0.7065 1.0390 0.3213 -0.49 -0.56 -0.22
H 0.0934 -0.0903 1.4269 -0.23 -0.08 -0.15
H 1.1074 -1.3125 -0.5934 0.06 0.31 0.09
H 0.2533 -0.7082 -2.8170 -0.17 0.35 -0.03
H -0.8397 0.4894 -2.1306 -0.22 0.04 0.04
H 0.8444 0.8380 -2.2426 0.15 -0.27 0.60
H -1.9752 -1.2016 -0.3237 0.58 0.64 0.06
H -0.8520 -2.3201 0.3969 0.26 0.57 0.04
H -0.9876 -2.2143 -2.6306 0.43 0.08 0.20
H -0.7644 -3.6083 -1.5620 0.87 -0.02 0.10
H -2.2605 -2.9026 -1.7837 0.19 0.37 0.50
H 1.7500 1.3771 -0.4246 -0.20 -0.06 -0.13
H 2.0195 0.8611 1.0424 -0.02 0.16 0.03
H 3.3665 -2.5428 1.0353 -0.06 -0.11 0.17
H 3.7927 -1.2109 0.4516 -0.21 0.41 0.01
O 3.4215 -1.6089 1.2557 0.19 -0.31 -0.10
H -4.0755 1.1895 1.7613 -0.22 0.13 -0.66
H -2.9874 0.9795 0.5884 -0.58 0.11 -0.18
O -3.2015 0.8801 1.5241 0.84 -0.31 0.91
H 3.0151 -0.6937 -1.6643 0.53 0.04 0.08
H 4.1357 0.3630 -1.5293 0.11 -0.04 -0.18
O 3.4146 -0.0503 -1.0500 0.02 -0.03 0.06
H -0.9158 2.9613 3.4515 0.12 -0.29 0.10
H -2.1103 2.3655 2.7088 0.10 0.00 -0.25
O -1.7019 3.2090 2.9495 -0.20 0.09 0.40
H -2.1034 -0.3705 3.1724 0.28 -0.60 -0.09
H -2.3554 0.1547 4.4831 0.11 -0.13 0.73
O -1.8817 -0.5929 4.0975 -0.43 0.79 -0.79
H -2.6651 0.7969 -2.4667 0.01 -0.09 -0.07
H -3.1041 1.9358 -1.5943 0.20 -0.07 -0.14
O -3.2319 0.9781 -1.7152 -0.41 0.11 0.36
H -0.3233 -4.1713 -4.2670 -0.37 0.11 -0.12
H -0.2278 -2.6428 -4.6110 -0.40 -0.14 -0.20
O 0.2460 -3.4020 -4.2734 0.98 -0.06 0.03
H 1.2757 0.8754 3.3164 0.16 0.18 0.15
H -0.0573 0.4408 3.8260 -0.49 -0.30 0.29
O 0.3892 1.2197 3.4914 0.27 0.17 -0.07
H 1.9293 -1.5263 -3.0410 -0.22 -0.38 -0.28
H 2.6830 -2.8770 -3.0875 -0.28 0.01 -0.06
O 2.8050 -1.9264 -3.0100 0.21 0.30 0.12
H 2.6083 -1.3038 4.4056 -0.14 0.17 0.19
H 3.2394 -0.9817 3.0760 -0.14 0.27 -0.17
O 2.7911 -0.5562 3.8278 0.19 -0.32 -0.14
H -1.3453 3.5410 -0.8030 0.13 -0.18 0.24
H -1.4602 3.9147 -2.2858 -0.08 0.07 -0.12
O -1.7082 3.2284 -1.6634 0.00 0.22 -0.04
H 0.2564 3.0504 0.6263 0.27 -0.08 -0.08
H -0.7626 3.6655 1.5730 -0.35 0.15 -0.48
O -0.4218 3.7501 0.6551 0.21 -0.07 0.14